[1]
Here is the molecule C24H24FN5OS at a distorted geometry from the OMol25 dataset. Energies are from ωB97M-V/def2-TZVPD.

Results
**HOMO-LUMO gap**: 8.4 eV
**M**: 449.555 g/mol
**Strongest force on any atom**: 1.2 eV Å⁻¹
**ΔE to the lowest compared entry with this formula, charge and spin**: 0.3 kcal per mole
**SMILES**: Cc1ccc(NC(=O)CSc2nnc(Cc3cccn3C)n2-c2ccc(F)cc2)c(C)c1

```
! wB97M-V def2-TZVPD RIJCOSX def2/J DEFGRID3
* xyz 0 1
C -0.73266 7.26938 -2.96068
C -0.08645 5.98088 -2.54996
C 1.28783 5.87419 -2.40335
C 1.87085 4.67407 -2.04222
C 1.08742 3.54891 -1.81412
N 1.65821 2.31092 -1.47315
C 2.90713 2.08243 -1.01614
O 3.75316 2.91520 -0.77197
C 3.21048 0.59355 -0.82586
S 2.46907 -0.10270 0.68996
C 0.92316 -0.56496 0.05779
N 0.44674 -0.28403 -1.12735
N -0.77362 -0.84618 -1.22143
C -1.04038 -1.44511 -0.10094
C -2.25919 -2.23773 0.20745
C -1.90694 -3.53825 0.85425
C -2.26547 -4.02355 2.08758
C -1.63391 -5.26912 2.24925
C -0.91218 -5.49943 1.11081
N -1.08173 -4.45089 0.26250
C -0.47564 -4.33262 -1.03319
N 0.01675 -1.30150 0.76912
C 0.15900 -1.82785 2.06968
C 1.10578 -2.81570 2.30888
C 1.22454 -3.35897 3.57275
C 0.39469 -2.89579 4.57804
F 0.50232 -3.42791 5.80805
C -0.53952 -1.89850 4.36005
C -0.65524 -1.36072 3.09337
C -0.30564 3.63603 -1.94883
C -1.19495 2.45765 -1.68426
C -0.86014 4.85068 -2.31645
H -1.06327 7.20954 -3.99802
H -0.03542 8.09858 -2.87186
H -1.60583 7.47621 -2.34444
H 1.91622 6.73594 -2.57435
H 2.93943 4.60756 -1.92828
H 1.05105 1.49665 -1.57295
H 2.85185 -0.00421 -1.66226
H 4.28539 0.47472 -0.69334
H -2.80151 -2.37908 -0.73150
H -2.90545 -1.67865 0.88824
H -2.91185 -3.53825 2.79198
H -1.70489 -5.91446 3.10144
H -0.29803 -6.33503 0.83841
H 0.41517 -3.69752 -1.00309
H -1.17657 -3.89896 -1.74692
H -0.18036 -5.32076 -1.38347
H 1.74077 -3.15942 1.50712
H 1.94342 -4.13390 3.78317
H -1.16123 -1.55775 5.17226
H -1.37574 -0.58203 2.89496
H -0.97925 1.62905 -2.35780
H -1.06583 2.10080 -0.66230
H -2.23733 2.73666 -1.81527
H -1.93422 4.92195 -2.42139
*
```

Löwdin charges in e: number 1, C, carries -0.057; number 2, C, carries -0.286; number 3, C, carries -0.043; number 4, C, carries -0.003; number 5, C, carries -0.173; number 6, N, carries 0.137; number 7, C, carries -0.535; number 8, O, carries 0.062; number 9, C, carries -0.346; number 10, S, carries 1.018; number 11, C, carries -0.606; number 12, N, carries -0.005; number 13, N, carries 0.085; number 14, C, carries -0.306; number 15, C, carries -0.035; number 16, C, carries -0.269; number 17, C, carries -0.059; number 18, C, carries -0.084; number 19, C, carries -0.101; number 20, N, carries -0.108; number 21, C, carries -0.009; number 22, N, carries 0.049; number 23, C, carries -0.243; number 24, C, carries -0.013; number 25, C, carries 0.015; number 26, C, carries -0.266; number 27, F, carries 0.070; number 28, C, carries 0.007; number 29, C, carries -0.001; number 30, C, carries -0.202; number 31, C, carries -0.051; number 32, C, carries -0.015; number 33, H, carries 0.081; number 34, H, carries 0.072; number 35, H, carries 0.077; number 36, H, carries 0.109; number 37, H, carries 0.100; number 38, H, carries 0.080; number 39, H, carries 0.081; number 40, H, carries 0.083; number 41, H, carries 0.128; number 42, H, carries 0.128; number 43, H, carries 0.107; number 44, H, carries 0.095; number 45, H, carries 0.114; number 46, H, carries 0.090; number 47, H, carries 0.097; number 48, H, carries 0.095; number 49, H, carries 0.122; number 50, H, carries 0.125; number 51, H, carries 0.123; number 52, H, carries 0.128; number 53, H, carries 0.071; number 54, H, carries 0.079; number 55, H, carries 0.077; number 56, H, carries 0.116


[2]
Here is the ion C5H10N3 with charge +1 at a distorted geometry from the OMol25 dataset. Energies are from ωB97M-V/def2-TZVPD.

Results
**HOMO-LUMO gap**: 8.8 eV
**M**: 112.156 g/mol
**Strongest force on any atom**: 6.7 eV Å⁻¹
**ΔE to the lowest compared entry with this formula, charge and spin**: 31.4 kcal per mole
**SMILES**: Cc1[nH+]c(N)cn1C

```
! wB97M-V def2-TZVPD RIJCOSX def2/J DEFGRID3
* xyz 1 1
C -1.43001 1.56368 0.04512
C -0.25459 0.73511 -0.10126
N 1.07585 1.03507 0.02475
C 1.86965 -0.05808 0.09012
N 3.22041 -0.01009 0.06027
C 1.00561 -1.10986 0.17053
N -0.30205 -0.73037 0.09716
C -1.40739 -1.53288 -0.19285
H -2.35227 1.04322 -0.34466
H -1.81758 1.78494 1.07146
H -1.18291 2.54714 -0.30722
H 1.64266 1.91678 -0.02728
H 3.75916 -0.79051 -0.43297
H 3.71971 0.83695 0.14064
H 1.26969 -2.13232 0.05467
H -1.84575 -2.08825 0.63372
H -2.26695 -0.98896 -0.61160
H -1.21078 -2.40562 -0.80813
*
```

Löwdin charges in e: number 1, C, carries -0.003; number 2, C, carries -0.155; number 3, N, carries 0.182; number 4, C, carries -0.347; number 5, N, carries 0.143; number 6, C, carries 0.004; number 7, N, carries -0.039; number 8, C, carries -0.034; number 9, H, carries 0.107; number 10, H, carries 0.121; number 11, H, carries 0.090; number 12, H, carries 0.215; number 13, H, carries 0.166; number 14, H, carries 0.090; number 15, H, carries 0.137; number 16, H, carries 0.110; number 17, H, carries 0.104; number 18, H, carries 0.109